ORCA calculation (the ωB97M-V functional and the def2-TZVPD basis) on a cluster of 2 separate species, C5H14 in total in a non-equilibrium geometry.

```
19
Properties=species:S:1:pos:R:3:forces:R:3
C -1.0233 1.5602 -1.0296 -1.0778 1.7925 -1.1467
C 0.4480 1.4497 -1.5159 -0.9244 3.2464 4.4618
C 1.2472 0.7105 -0.3415 -1.8617 0.7922 0.3672
H -1.1969 2.0205 -0.0019 0.8268 0.1579 -1.4846
H -1.7822 2.0009 -1.7872 1.3587 -0.4975 1.2075
H -1.3335 0.6126 -0.8222 -1.3380 -2.8743 0.1180
H 0.6682 2.5833 -1.3616 0.7376 -1.8637 -1.2925
H 0.6487 1.0350 -2.4944 -0.1341 0.1097 -0.0359
H 2.0814 1.3323 -0.2130 2.7233 -0.5319 -0.9262
H 1.2110 -0.3677 -0.5956 1.0869 0.7006 0.6204
H 1.0241 0.9220 0.7972 -1.3748 -0.7279 -2.1677
C -0.8742 -1.8002 0.8181 -1.3199 0.8806 0.7315
C 0.2507 -1.8315 1.8093 0.2110 0.4201 2.1507
H -1.0498 -0.6835 0.5547 -0.2756 -2.0309 0.6823
H -0.4657 -2.2244 -0.1006 -0.7225 -0.4547 -0.0861
H -1.7950 -2.3269 1.2931 1.3049 0.9555 -1.5296
H 0.6741 -2.7973 2.0887 -0.1315 -0.2788 -0.6211
H 0.0189 -1.4148 2.8404 -0.0585 -0.0218 -1.3190
H 1.0062 -1.2242 1.3599 0.9697 0.2260 0.2702
```
Positions in Å, forces in eV/Å.

Values from the calculation:
- F_max: 5.59 eV/A
- Total energy: -5409.813 eV
- Total charge: 0
- HOMO-LUMO gap: 11.67 eV
- HOMO level: -0.38800 hartree

***

ORCA calculation (the ωB97M-V functional and the def2-TZVPD basis) on a cluster of 2 separate species, C5H14 in total.

```
19
Properties=species:S:1:pos:R:3:forces:R:3
C -1.4219 0.7816 0.9878 0.1088 0.1622 -0.0090
C -0.4540 -0.0953 1.7999 -0.5197 0.4933 0.2929
C 0.3759 0.6570 2.8260 0.6936 -0.1206 0.2159
H -1.6163 1.7619 1.4314 -0.1105 -0.2431 0.4116
H -1.0417 1.0426 0.0087 0.1789 -0.2115 -0.3390
H -2.3648 0.2512 0.8608 -0.0854 0.1911 -0.1381
H 0.2208 -0.6295 1.1388 0.0064 -0.2133 -0.1440
H -1.0643 -0.8301 2.3272 0.1626 -0.1701 0.0014
H 0.9626 -0.0485 3.4238 -0.0811 0.0078 -0.0064
H -0.1975 1.2577 3.5329 -0.2328 -0.0234 -0.1620
H 1.1168 1.3091 2.3588 -0.1323 0.1361 -0.1135
C 0.5462 0.0256 -2.3142 0.0220 0.0233 -0.2243
C 0.7971 -1.3879 -2.8425 0.6375 0.0899 -0.3880
H -0.5174 0.2342 -2.2311 -0.0754 -0.0218 0.2241
H 1.0201 0.1724 -1.3442 -0.0874 0.0521 0.0289
H 0.9474 0.7865 -2.9847 0.0301 -0.0407 -0.0303
H 1.6358 -1.4105 -3.5457 -0.0721 0.1330 0.0102
H -0.0466 -1.8119 -3.3764 -0.2094 -0.0109 0.0582
H 1.1018 -2.0662 -2.0574 -0.2337 -0.2336 0.3114
```
Positions in Å, forces in eV/Å.

Values from the calculation:
- F_max: 0.77 eV/A
- Total energy: -5411.806 eV
- Total charge: 0
- HOMO-LUMO gap: 12.54 eV
- HOMO level: -0.41843 hartree

***

- Among the records above, which one has the lowest HOMO level?
  number 2

***

- What is the HOMO level in the second record?
  -0.41843 hartree